2 unconnected molecules or ions with the total composition C4H14NO2. Source: the Open Molecules 2025 dataset; level of theory: ωB97M-V/def2-TZVPD.

Geometry as XYZ:
```
21
C4H14NO2, DFT ωB97M-V/def2-TZVPD
C 0.786 -0.160 1.081
C -0.670 -0.723 1.037
C -1.603 -0.133 0.054
C -1.112 -0.249 -1.412
O -1.899 -1.290 -1.951
N 0.754 1.366 1.228
H 1.247 -0.447 0.054
H 1.493 -0.639 1.874
H -0.350 -1.849 0.750
H -1.039 -0.780 2.135
H -1.852 0.942 0.292
H -2.679 -0.285 0.147
H -1.382 0.624 -2.045
H 0.063 -0.429 -1.682
H -2.230 -1.904 -1.421
H 0.256 1.561 2.122
H 0.229 1.764 0.349
H 1.701 1.763 1.094
H 3.076 0.039 -0.611
H 2.651 0.290 -1.972
O 2.560 0.539 -1.122
```

The value obtained for the gap between HOMO and LUMO is 9.974 eV. Its maximum force is 0.134 hartree/bohr. The calculation puts the highest occupied orbital energy at -13.50 eV. Its spin multiplicity is 1. Its net charge is +1.

***

A single C2H9N3OS molecule. Source: the Open Molecules 2025 dataset; level of theory: ωB97M-V/def2-TZVPD.

Geometry as XYZ:
```
16
C2H9N3OS, DFT ωB97M-V/def2-TZVPD
C 0.771 -0.780 -0.796
C 0.813 0.026 1.469
N -0.589 -0.582 -1.320
N -1.075 1.787 -0.342
N 1.180 0.193 0.127
O 1.219 2.668 0.329
S 0.752 1.725 -0.600
H 0.897 -1.823 -0.349
H -1.054 -0.375 -0.469
H 1.447 -0.632 -1.658
H 1.531 -0.495 1.998
H 0.724 1.026 1.864
H -0.243 -0.585 1.640
H -0.822 -1.459 -1.773
H -1.250 2.638 0.096
H -1.596 1.701 -1.128
```

The value obtained for the gap between HOMO and LUMO is 10.187 eV. Its maximum force is 0.092 hartree/bohr. The calculation puts the highest occupied orbital energy at -9.25 eV. Its spin multiplicity is 1. Its net charge is 0.

***

A molecular structure, C9H21F3IO4P2PtS. Source: the Open Molecules 2025 dataset; level of theory: ωB97M-V/def2-TZVPD.

Geometry as XYZ:
```
42
C9H21F3IO4P2PtS, DFT ωB97M-V/def2-TZVPD
C -1.706 0.115 -1.531
I -1.499 2.712 0.790
H -2.293 1.062 -1.441
H -2.316 -0.777 -1.667
H -0.984 0.135 -2.334
Pt -0.426 -0.991 0.309
P -2.469 -0.917 1.324
C -2.359 -2.524 2.206
C -3.123 0.142 2.714
H -4.082 -0.223 3.116
H -4.933 -1.311 1.074
H -3.251 1.156 2.329
H -4.312 -0.163 -0.135
H -1.351 -2.536 2.643
H -2.380 0.166 3.508
C -4.079 -1.094 0.406
H -3.121 -2.648 2.986
H -4.028 -1.900 -0.340
H -2.428 -3.335 1.470
P 1.656 1.250 -1.994
C 3.375 0.815 -2.400
C 0.466 1.756 -3.292
H 0.818 3.074 -0.590
H 2.308 3.576 -1.390
H 2.355 2.471 -0.040
C 1.800 2.717 -0.951
H -0.444 2.095 -2.772
H 0.866 2.512 -3.977
H 3.815 1.517 -3.119
H 3.260 -0.177 -2.821
H 0.227 0.837 -3.840
H 3.952 0.744 -1.459
C 0.374 -2.556 -0.205
O 0.783 -3.568 -0.585
F 3.501 0.134 3.523
C 3.943 -0.085 2.262
F 4.228 1.090 1.676
F 5.091 -0.821 2.309
S 2.488 -1.016 1.123
O 3.266 -1.628 0.084
O 1.859 -1.918 2.139
O 1.153 0.114 -1.108
```

Its expectation value of S² is 6.03. The value obtained for the gap between HOMO and LUMO (alpha / beta) is 5.843 / 4.367 eV. Its maximum force is 0.163 hartree/bohr. The calculation puts the highest occupied orbital energy (alpha / beta) at -19.04 / -20.06 eV. Its spin multiplicity is 5. Its net charge is +3.